(1)
ORCA calculation (wB97M-V/def2-TZVPD) on the ion C5H10IN3O3P with charge +1.

Computed properties:
Maximum force: 0.0525 hartree/bohr
LUMO energy: -3.57 eV
E_tot: -33344.6300 eV
Molecular weight: 318.03 g mol⁻¹
SMILES: C[C@@H](I)Cn1c[nH+]c(P(=O)(O)O)n1

ORCA input file:
```
! wB97M-V def2-TZVPD RIJCOSX def2/J DEFGRID3
* xyz 1 1
C 0.604 1.847 3.532
C 0.467 0.682 2.528
I -0.474 -0.952 3.580
C -0.355 1.181 1.355
N -0.412 0.266 0.207
C -0.987 -0.893 0.171
N -0.846 -1.404 -1.038
C -0.147 -0.431 -1.770
P 0.233 -0.649 -3.552
O -0.266 0.471 -4.304
O -0.506 -2.002 -3.987
O 1.770 -0.966 -3.669
N 0.111 0.554 -1.019
H 0.519 2.814 3.048
H 1.521 1.735 4.095
H -0.197 1.764 4.254
H 1.449 0.373 2.193
H -1.374 1.408 1.651
H 0.084 2.104 0.992
H -1.508 -1.428 0.942
H -1.204 -2.292 -1.344
H -0.366 -2.729 -3.367
H 1.884 -1.453 -4.501
*
```

(2)
ORCA calculation (wB97M-V/def2-TZVPD) on an isolated molecule of C5H10IN3O4S2.

Computed properties:
Maximum force: 0.0968 hartree/bohr
LUMO energy: -1.92 eV
E_tot: -47775.1290 eV
Molecular weight: 367.19 g mol⁻¹
ΔE to the lowest compared entry with this formula, charge and spin: 0.979 eV

ORCA input file:
```
! wB97M-V def2-TZVPD RIJCOSX def2/J DEFGRID3
* xyz 0 1
C -1.021 1.680 1.573
C 1.302 -0.958 -0.175
C 2.008 -2.740 -1.829
C 0.094 -0.037 0.057
C -0.041 0.356 1.483
N -2.257 1.293 1.269
N 0.958 -1.851 -1.153
N 1.249 0.866 1.956
O -0.486 2.723 1.858
O 2.410 -0.859 0.355
O -2.704 3.368 -0.302
O -4.633 2.104 0.453
S -1.478 -1.270 -2.882
S -3.180 2.149 0.332
I -2.849 0.633 -2.125
H 2.028 -3.679 -1.464
H 1.836 -2.941 -2.788
H 2.980 -2.290 -1.811
H 0.261 0.875 -0.638
H -0.819 -0.398 -0.329
H -0.501 -0.402 2.060
H 0.154 -1.503 -1.777
H 1.376 1.715 1.453
H 1.899 0.041 1.446
H 1.411 1.127 2.977
*
```

(3)
ORCA calculation (wB97M-V/def2-TZVPD) on a structure of composition C5H10INO2S.

Computed properties:
Maximum force: 0.0971 hartree/bohr
LUMO energy: 0.02 eV
E_tot: -29866.9689 eV
Molecular weight: 275.11 g mol⁻¹
ΔE to the lowest compared entry with this formula, charge and spin: 0.189 eV

ORCA input file:
```
! wB97M-V def2-TZVPD RIJCOSX def2/J DEFGRID3
* xyz 0 1
C -0.288 2.229 -0.082
C 0.472 -0.528 1.151
C -1.707 -0.316 -0.237
C 0.316 1.071 -0.878
C -0.191 -0.270 -0.260
N 1.651 1.266 -0.959
O 0.269 3.403 -0.269
O -1.029 2.113 0.847
S 0.391 -1.727 -1.376
I -0.640 1.504 -2.829
H 1.542 -0.157 1.026
H -0.189 0.142 1.848
H 0.168 -1.571 1.439
H -2.186 0.609 0.045
H -1.991 -0.513 -1.230
H -2.002 -1.277 0.386
H 2.143 1.716 -0.207
H 0.915 3.409 -0.955
H 2.289 0.437 -0.994
H -0.229 -2.477 -0.611
*
```

(4)
ORCA calculation (wB97M-V/def2-TZVPD) on a structure of composition C5H10IrO3.

Computed properties:
Maximum force: 0.0811 hartree/bohr
LUMO energy (spin up / spin down): -8.85 / -12.95 eV
E_tot: -14301.3834 eV
<S²>: 8.7625
Molecular weight: 310.35 g mol⁻¹

ORCA input file:
```
! wB97M-V def2-TZVPD RIJCOSX def2/J DEFGRID3
* xyz 2 6
O 2.083 1.968 -0.603
C 2.906 1.042 -0.124
C 2.365 -0.336 0.031
O 0.976 -0.272 0.387
C 0.089 -1.323 0.041
C -1.298 -0.828 0.375
O -1.438 0.498 -0.158
C -2.786 0.971 -0.159
Ir 0.261 1.526 -0.053
H 3.990 1.184 -0.207
H 2.378 -0.879 -0.937
H 0.317 -2.237 0.605
H 0.184 -1.522 -1.038
H -1.458 -0.786 1.462
H -2.053 -1.484 -0.078
H -2.763 2.035 -0.415
H -3.362 0.423 -0.916
H -3.235 0.827 0.833
H 2.843 -0.808 0.956
*
```

(5)
ORCA calculation (wB97M-V/def2-TZVPD) on a structure of composition C5H10MgO4Tm.

Computed properties:
Maximum force: 0.1282 hartree/bohr
LUMO energy (spin up / spin down): -5.63 / -5.69 eV
E_tot: -48503.6047 eV
<S²>: 2.0087
Molecular weight: 327.37 g mol⁻¹

ORCA input file:
```
! wB97M-V def2-TZVPD RIJCOSX def2/J DEFGRID3
* xyz 1 3
O -0.585 -1.896 -0.922
C 0.122 -1.796 -2.069
C 1.140 -0.726 -2.057
O 1.342 -0.249 -0.904
C 2.243 0.784 -0.411
C 1.289 1.805 0.210
O 0.349 1.129 0.970
Mg -0.480 -0.613 0.531
H -0.484 -1.549 -2.977
H 0.672 -2.717 -2.382
H 1.920 -0.607 -2.820
H -3.815 0.495 1.905
H 2.842 1.169 -1.243
H 2.862 0.310 0.358
H 0.844 2.373 -0.627
H 1.874 2.508 0.831
C -3.093 -0.316 2.105
O -1.746 -0.098 1.895
Tm -0.552 1.564 3.144
H -3.256 -0.510 3.182
H -3.488 -1.060 1.281
*
```

(6)
ORCA calculation (wB97M-V/def2-TZVPD) on the ion C5H10N with charge +1.

Computed properties:
Maximum force: 0.0949 hartree/bohr
LUMO energy: -5.31 eV
E_tot: -6826.6976 eV
Molecular weight: 84.14 g mol⁻¹
SMILES: CC=C=[N+](C)C
ΔE to the lowest compared entry with this formula, charge and spin: 3.504 eV

ORCA input file:
```
! wB97M-V def2-TZVPD RIJCOSX def2/J DEFGRID3
* xyz 1 1
C 1.359 1.873 -0.292
C 1.345 0.785 0.685
C 0.353 0.022 0.638
N -0.632 -0.381 -0.036
C -0.048 -1.523 -0.863
C -1.923 -0.615 0.641
H 0.549 2.591 -0.095
H 1.142 1.497 -1.251
H 2.294 2.495 -0.094
H 2.238 0.388 1.226
H 1.050 -1.474 -0.649
H -0.358 -2.449 -0.416
H -0.262 -1.396 -1.878
H -2.331 0.445 0.602
H -2.726 -1.195 0.089
H -2.050 -1.065 1.691
*
```